Computed, not measured: 10 unconnected molecules or ions with the total composition C32H64Br6O12, with the ωB97M-V functional and the def2-TZVPD basis.

The HOMO energy comes out at -9.634 eV. The calculation puts the energy above the lowest of the compared OMol25 structures with the same formula, charge and spin at 0.00 kJ/mol. As for the largest force on an atom: 3.9 eV/Å. As for the multiplicity: 1. As for the SMILES: CCOC(C)=O.CCOC(C)=O.CCOC(C)=O.CCOC(C)=O.CCOC(C)=O.CC(C)=O.CC(C)=O.BrCCBr.BrCCBr.BrCCBr.

Geometry as XYZ:
```
114
Properties=species:S:1:pos:R:3:forces:R:3:mulliken_charge:R:1
C 7.1557 -0.9343 -16.7656 1.0 -1.2 0.9 -1.084
C 10.3840 -1.2335 -13.9519 0.5 0.7 -0.1 -0.984
H 17.8929 -3.9089 -11.6013 -0.1 0.3 0.0 0.327
H 6.3768 -0.8493 -17.5233 0.7 0.5 -0.5 0.376
C 14.2709 1.4703 2.5408 -0.6 0.1 1.6 -0.581
H 15.5555 -2.7258 -6.2761 0.1 -0.6 -0.5 0.295
H 15.6309 -4.9606 -10.7530 -0.2 0.2 0.3 0.298
H 19.3592 1.7119 -1.0216 -0.7 0.2 0.3 0.361
H 18.0720 -5.0033 -10.2688 -0.3 -0.3 0.1 0.295
O 26.4816 1.3379 -13.3646 -3.0 1.0 1.5 -0.540
H 13.9185 2.4770 2.3164 -0.2 -0.3 -0.3 0.357
H 9.0365 -7.9290 -13.6480 0.2 -0.2 -0.5 0.379
C 18.7741 2.0360 -1.8822 0.8 -0.8 -0.9 -0.508
H 26.0164 -4.9230 -17.4848 0.0 -0.1 -0.2 0.277
H 14.0657 -1.7528 -19.9627 0.0 0.3 0.4 0.301
H 15.3566 1.5540 2.5903 0.0 -0.5 -0.3 0.372
C 13.7515 1.0956 3.9960 -0.5 -0.6 -1.1 -0.620
H 9.0891 3.0236 -5.8736 0.1 0.3 -0.2 0.319
H 8.3794 5.6365 -5.5443 0.2 -0.6 0.0 0.317
C 24.0095 -5.6514 -17.9755 -1.8 -1.1 2.0 0.717
H 16.2738 -2.7050 -18.0488 0.0 -0.2 0.1 0.261
H 14.1125 0.1445 4.3873 -0.1 -0.2 -0.6 0.342
H 8.6737 -0.1862 -17.9008 1.4 0.2 0.2 0.302
H 23.8119 -4.9665 -7.5407 0.8 0.0 0.0 0.315
H 28.1263 -2.1397 -6.4069 0.1 -0.4 0.1 0.282
H 25.1971 -4.1565 -18.8932 0.3 0.1 0.1 0.333
H 24.5146 -7.6057 -18.8254 0.1 0.2 0.1 0.266
H 9.6927 6.8043 -5.5352 0.3 -0.2 0.3 0.302
H 24.6759 -3.7684 -17.2377 0.2 0.0 0.1 0.295
H 6.9819 -1.9291 -16.3553 -0.5 0.4 0.9 0.278
H 14.5404 -1.5357 -7.0363 0.0 0.0 0.2 0.313
Br 18.5615 3.9970 -1.8224 0.1 -0.9 -0.1 -0.154
H 14.8253 -2.1262 -17.3060 -0.1 0.5 0.1 0.336
C 9.5749 -1.7091 -15.1060 -1.6 -3.4 0.7 0.774
H 24.8349 -6.1410 -19.8632 0.5 -0.5 0.1 0.290
H 23.1062 -0.9634 -13.0343 0.1 -0.3 0.3 0.323
H 23.0501 -5.8618 -6.3553 0.1 0.0 0.7 0.366
H 23.7759 1.1323 -13.8529 0.3 0.0 0.0 0.343
Br 19.9041 -0.4210 -3.1086 -0.5 1.5 0.1 -0.168
C 14.7242 -2.4720 -19.4757 0.8 0.5 -0.3 -1.103
H 11.1572 -9.2116 -11.8848 0.1 0.2 -0.1 0.373
O 15.6354 -1.5038 -9.1384 -0.1 -1.9 0.0 -0.545
O 16.6959 -0.5420 -16.2900 0.0 0.9 -0.7 -0.570
H 17.8492 1.2579 -18.4896 -0.1 -0.1 -0.1 0.265
H 14.0195 -3.1740 -7.2227 0.2 -0.4 0.7 0.273
C 8.6457 -1.0016 -17.1781 -2.3 -0.5 -2.2 -0.217
H 11.2189 -0.5977 -14.2464 0.2 -0.3 -0.2 0.342
H 7.1363 -0.0928 -16.0730 -0.7 -0.3 0.3 0.284
C 15.4572 -2.5483 -8.5362 1.2 0.2 -0.6 0.685
Br 11.7613 0.9517 3.9986 0.9 0.1 0.1 -0.134
C 10.6972 -8.3372 -12.3452 -0.6 -0.8 0.2 -0.651
O 9.5609 -0.8549 -16.1323 0.2 0.7 0.7 -0.317
O 23.0602 -5.8230 -17.1762 2.7 1.0 -1.9 -0.575
C 15.4314 -2.0316 -18.2070 -0.3 -1.2 1.1 -0.215
H 9.7534 -0.5306 -13.4076 -0.2 -0.3 0.4 0.241
O 15.9712 -0.7524 -18.3843 -0.4 1.3 -1.1 -0.260
C 17.6132 -4.0580 -10.5585 -0.4 -0.5 0.5 -1.037
H 23.2827 -0.4294 -11.2868 -0.2 -0.3 -0.2 0.267
H 10.6593 2.7251 -5.0935 0.0 -0.3 -0.2 0.303
Br 13.6631 0.2685 1.0598 0.6 0.8 1.2 -0.115
H 25.4125 -5.6319 -5.5173 0.4 -0.1 -0.9 0.294
H 19.1892 1.9230 -4.0348 -0.1 -0.4 0.1 0.406
H 26.2945 4.0798 -12.1499 -0.3 0.0 0.3 0.271
C 26.5793 3.0926 -11.7860 1.1 0.1 -0.4 -1.017
H 16.1922 1.9063 -18.4291 -0.2 -0.6 -0.1 0.314
H 22.8040 -4.1229 -6.5296 0.2 0.2 0.9 0.291
H 11.4593 -7.7147 -12.8139 -0.3 0.1 0.2 0.411
H 27.6237 2.9773 -12.0757 0.0 0.0 -0.2 0.348
H 20.6296 1.9993 -3.0139 -0.1 -0.1 0.0 0.382
C 10.4733 4.7458 -5.4849 -0.6 0.1 1.5 0.705
H 24.7290 -0.5964 -12.2721 -0.1 -0.8 -0.2 0.281
C 25.0731 -4.5507 -17.8846 -1.5 0.0 0.3 -0.993
O 26.8884 -3.7552 -4.2258 -0.2 1.9 -2.8 -0.606
H 9.5046 5.7751 -6.9127 -0.6 0.2 -0.4 0.284
C 23.6628 -0.3727 -12.3068 1.1 0.9 0.2 -0.930
C 24.8190 -4.7190 -5.5684 -1.5 -1.5 0.6 -0.257
C 27.1838 -1.8704 -5.9301 0.4 -1.9 0.9 -0.928
C 16.9409 1.3250 -17.8909 0.3 0.1 1.2 -1.013
H 8.9061 -9.5007 -12.8578 0.4 -0.3 -0.3 0.395
C 10.1457 3.2911 -5.8707 0.9 0.7 0.7 -0.955
O 24.5172 1.9451 -12.0879 2.5 -0.3 -1.2 -0.316
O 11.4962 5.0326 -4.8875 -0.8 -0.4 -0.9 -0.545
H 13.9981 1.7769 4.8103 0.0 0.6 -0.7 0.378
C 23.6416 1.0656 -12.7732 -1.5 -0.1 -0.4 -0.308
O 25.5309 -3.6097 -5.9944 0.5 1.1 -1.6 -0.255
H 17.1729 1.8910 -16.9886 0.2 0.1 -0.1 0.331
H 26.6122 -1.4223 -6.7428 -0.4 0.0 0.6 0.292
H 14.1448 -3.3890 -19.3692 0.5 -0.1 0.1 0.333
C 19.6156 1.6054 -3.0833 0.6 0.0 -0.1 -0.683
C 23.5599 -4.9068 -6.4819 0.5 -0.1 -0.3 -1.143
C 25.8486 2.0132 -12.5444 0.8 -0.7 0.3 0.661
C 16.5323 -0.0570 -17.3903 -0.1 -0.7 0.2 0.724
H 15.6084 -2.5606 -20.1070 -0.5 -0.6 -0.8 0.295
H 17.8188 1.5287 -2.0172 -0.1 0.5 0.7 0.365
O 15.6851 -3.8368 -9.0086 -0.4 1.1 0.0 -0.332
H 15.7447 -3.1679 -10.9856 -0.5 -0.1 0.1 0.305
O 8.9551 -2.7986 -15.0285 1.5 3.2 -1.0 -0.593
H 24.6982 -4.6248 -4.4892 -1.1 0.4 0.1 0.351
H 26.6236 3.0342 -10.6984 -0.8 0.0 -0.1 0.303
H 23.2454 -6.7203 -19.6685 -0.3 -0.2 0.3 0.296
C 9.4212 5.7895 -5.8260 0.7 0.4 -0.7 -1.001
C 26.5632 -3.1815 -5.2853 0.7 -0.2 2.0 0.701
C 9.6025 -8.8008 -13.3196 1.0 0.6 0.0 -0.555
H 8.8295 -1.9377 -17.7055 0.2 0.0 0.0 0.296
H 10.7212 -2.0705 -13.3405 -0.2 0.2 0.0 0.301
H 18.0910 -3.3295 -9.9034 -0.2 0.4 -0.3 0.298
C 14.9128 -2.5549 -7.1397 -1.1 0.8 -0.5 -0.948
H 22.6409 1.4427 -12.5626 0.0 0.4 -0.1 0.314
Br 10.6206 -9.6368 -14.8887 -1.1 0.6 1.2 -0.183
Br 9.8555 -7.3903 -10.8108 0.3 -0.2 -0.7 -0.168
C 24.1844 -6.6113 -19.1258 -0.3 0.6 -0.8 -0.906
C 16.0604 -4.0260 -10.3922 1.7 0.8 -0.1 -0.227
H 10.6428 3.1028 -6.8223 -0.2 -0.2 -0.1 0.273
H 27.4949 -1.2467 -5.0921 -0.5 0.4 -0.2 0.296
```
Forces are in eV/Å.